{
  "formula": "C5H10O",
  "method": "wB97M-V/def2-TZVPD",
  "species": ["O", "C", "C", "C", "C", "C", "H", "H", "H", "H", "H", "H", "H", "H", "H", "H"],
  "positions_angstrom": [[1.82815, -0.25627, -0.19564], [0.83248, 0.09788, -0.79882], [-0.40096, -2.10556, -0.10752], [0.58939, 2.06348, 0.63719], [-0.15029, 0.98125, -0.21262], [-0.90813, -0.62192, 0.19102], [-0.39140, -2.40403, -1.16698], [-1.05167, -0.58379, 1.26398], [-1.11177, -2.79691, 0.37924], [0.51344, -0.30050, -1.77422], [-0.88614, 1.45724, -0.87364], [0.08362, 3.03777, 0.72628], [0.59021, -2.34411, 0.29064], [0.86671, 1.71360, 1.62628], [1.55155, 2.27060, 0.13299], [-1.84883, -0.53877, -0.35052]],
  "total_charge": 0,
  "e_above_lowest_kj_mol": 235.5,
  "spin_multiplicity": 1,
  "gap_ev": 10.3,
  "smiles": "CC[C@@H](C)C=O",
  "lumo_energy_ev": 1.0,
  "energy_ha": -271.662929,
  "fmax_ev_per_a": 0.95
}